Molecular formula: C25H24F4IrN5SSi
Method: DFT, ωB97M-V/def2-TZVPD

Structure (XYZ):
```
61
Properties=species:S:1:pos:R:3:forces:R:3:lowdin_charge:R:1
Ir -0.241403 -0.408884 0.266881 0.8 -0.3 -0.5 1.146
N 1.587184 3.496339 0.574027 0.0 0.0 0.0 0.105
C 0.923325 2.379027 0.261629 -0.2 0.1 -0.1 -0.795
S 1.308381 0.950896 1.233129 0.1 0.3 0.0 0.663
N 0.064212 2.451953 -0.740410 0.2 -0.3 0.2 0.010
N -0.547704 1.254694 -0.950966 0.1 0.2 0.3 -0.209
C -1.262801 1.054161 -1.993093 -0.1 0.0 -0.1 -0.046
C -1.868194 -0.272862 -2.158594 0.0 0.1 0.0 -0.245
C -2.693078 -0.570680 -3.220829 -0.1 -0.1 0.0 0.010
C -3.210521 -1.859907 -3.329852 0.0 0.1 -0.1 -0.019
C -2.871038 -2.803162 -2.384690 0.1 -0.1 0.1 -0.017
C -2.028376 -2.439109 -1.339478 0.0 0.0 -0.1 -0.074
N -1.549069 -1.204628 -1.223183 -0.2 0.0 0.3 -0.035
H 2.290177 3.494789 1.290826 0.0 0.0 0.0 0.097
H 1.476819 4.309551 -0.008585 0.0 0.0 0.0 0.118
H -1.404767 1.835389 -2.732452 0.0 0.0 0.0 0.143
H -2.924533 0.189184 -3.954027 0.0 0.0 0.0 0.127
H -3.863241 -2.113744 -4.154014 0.0 0.0 0.0 0.124
H -3.236461 -3.818238 -2.440966 0.0 0.0 0.0 0.121
H -1.691565 -3.146124 -0.592121 0.0 0.0 0.0 0.101
C -3.972554 -0.843558 2.361715 0.0 -0.1 0.0 -0.151
Si -2.554709 0.326891 2.613622 0.2 0.0 0.1 0.463
C -2.678406 1.835659 1.551101 0.0 0.0 0.0 -0.163
C -2.261806 0.737958 4.398034 0.0 0.0 0.1 -0.153
N -1.094392 -0.592349 2.033209 -0.7 0.1 0.0 -0.141
C -0.575354 -1.752939 2.438322 -0.1 0.0 -0.1 -0.322
C -0.744008 -2.514520 3.562800 0.1 0.0 -0.1 0.110
C -0.219524 -3.890485 3.505631 0.0 0.0 0.0 -0.137
C 1.808924 -4.179414 2.790989 0.1 0.0 -0.2 -0.158
C 2.454900 -3.034902 2.073958 -0.1 0.1 -0.1 0.096
C 1.760702 -2.741660 0.948681 0.4 -0.6 -0.1 -0.340
F 2.294394 -2.069493 -0.074053 -0.1 0.0 0.0 0.066
H -4.901224 -0.393571 2.720057 0.0 0.0 0.0 0.047
H -3.827918 -1.780011 2.904043 0.0 0.0 0.0 0.036
H -4.103667 -1.079502 1.303126 0.0 0.0 0.0 0.033
H -3.498299 2.468560 1.898174 0.0 0.0 0.0 0.049
H -2.878948 1.572643 0.511290 0.0 0.0 0.0 0.022
H -1.761145 2.426788 1.583762 0.0 0.0 0.0 0.029
H -3.044953 1.417980 4.742432 0.0 0.0 0.0 0.046
H -1.301534 1.236163 4.541376 0.0 0.0 0.0 0.045
H -2.293015 -0.141812 5.042554 0.0 0.0 0.0 0.028
H -1.269416 -2.154824 4.439524 0.0 0.0 0.0 0.124
H -0.977844 -4.568743 3.902944 0.0 0.0 0.0 0.160
H 2.466701 -5.039486 2.637391 0.0 0.0 0.1 0.169
H 3.495369 -2.766159 2.198869 0.0 0.0 0.0 0.133
F 1.449228 -7.787881 6.191865 0.0 0.0 0.0 0.144
C 0.900478 -7.913392 4.978384 0.0 0.0 0.0 -0.597
F 1.630051 -8.816263 4.298827 0.0 0.0 0.0 0.147
F -0.324354 -8.448930 5.145694 0.0 0.0 0.0 0.144
C 0.812804 -6.611454 4.221009 0.0 0.0 0.0 -0.107
C 1.211010 -5.490369 4.828905 0.0 0.0 0.0 0.041
C 1.177074 -4.129498 4.199097 0.0 0.0 0.0 -0.131
C 0.408366 -4.379328 2.139647 0.0 -0.1 0.0 -0.279
C 0.084190 -5.828093 1.936658 0.0 0.0 0.0 0.008
C 0.263124 -6.776694 2.859055 0.0 0.0 0.0 -0.012
C 0.376333 -3.507858 0.864253 0.7 0.5 0.4 -0.010
C 0.134366 -2.182854 1.210493 -1.1 0.1 0.0 -0.282
H 1.597079 -5.566005 5.836958 0.0 0.0 0.0 0.128
H 1.519438 -3.350939 4.878274 0.0 0.0 0.0 0.149
H -0.315385 -6.109765 0.969198 0.0 0.0 0.0 0.117
H -0.008369 -7.791635 2.596967 0.0 0.0 0.0 0.120
```
Forces are in eV/Å.

Energy above the lowest of the compared OMol25 structures with the same formula, charge and spin: 4.551 eV
Net charge: +1
Multiplicity: 2
Kohn-Sham gap (alpha / beta): 5.813 / 5.303 eV
E: -2431.96474 Eh
LUMO energy (alpha / beta): -4.4 / -4.9 eV
HOMO energy (alpha / beta): -10.23 / -10.24 eV
⟨S²⟩: 0.78
Max |F|: 1.088 eV/A